Entry 1:
Entry from the OMol25 dataset: C46H57BrLiN3O2Si as an isolated structure (the ωB97M-V functional and the def2-TZVPD basis).

Structure (ORCA input):
```
! wB97M-V def2-TZVPD RIJCOSX def2/J DEFGRID3
* xyz -2 1
O 4.62724 5.62935 6.03529
H -4.00438 -5.43771 -1.81824
H -5.35333 -2.24336 -2.99736
H 5.27458 -1.93792 -2.76451
H 4.76718 -1.72240 0.14311
H 4.68231 0.15230 -2.77749
H -2.69324 0.41960 -2.62019
Li 1.35407 2.21302 0.13708
C -5.57014 -2.27366 1.14897
C 0.70044 4.23043 -1.63248
H 1.75332 5.84572 -0.78754
C 2.48605 4.62503 1.47457
H 5.13777 -0.12720 -1.08067
H -2.37672 -4.35303 -3.31991
H 5.84724 -2.41223 2.16432
H 3.07987 7.65381 2.93742
C -3.32651 -3.03563 1.93432
H -5.12198 -4.06793 -1.80826
H -4.22945 -0.75235 2.94299
C 3.65338 5.76794 3.86437
C -3.84277 -0.62939 1.92257
C -1.16574 1.58593 3.15530
H -6.16628 -1.48414 0.68627
H -2.03212 2.20704 3.33943
C 4.28381 -1.49042 1.08005
H -4.18564 0.55242 -3.54514
C -0.47099 2.36489 -2.47488
C 3.58873 4.36117 3.65748
H -5.79099 -3.20890 0.62836
H -5.91494 -2.38046 2.18492
C -2.64767 -3.37595 -2.90105
C 4.68405 -3.99518 -2.79175
C 3.07099 -0.71077 -1.55576
C -0.94768 3.02776 -3.58246
C 0.35273 -0.16584 3.75035
C -0.76669 0.57652 4.03276
C 3.71535 -4.92616 -2.45151
H 2.65884 -0.81266 4.47912
C -4.89913 0.56045 -1.01540
H 0.53248 6.01807 -2.87693
N 1.95642 4.04489 0.41766
H -6.22586 -0.71230 -2.95065
C 0.23146 4.97946 -2.78909
H -6.28184 -1.80312 -1.55938
C -3.01653 -3.55310 -1.41848
C -1.82043 -4.26053 -0.75751
C 2.55468 6.05068 1.69975
C 2.56362 -4.49120 -1.80197
H -0.70179 2.48452 1.27291
C 2.39184 -3.14892 -1.50308
H 4.00162 3.72479 4.43129
C -0.41139 1.74209 2.01588
C -3.56574 -0.13837 -2.96017
C 3.35178 -2.19481 -1.84907
C 4.89147 -1.90099 2.22541
H 1.51121 -2.81423 -0.96346
H 4.05662 1.19898 -1.49617
C 2.99856 -0.80407 1.03631
H -4.06641 1.13261 -0.59763
H -4.35044 0.22525 1.47988
H 3.02361 2.73667 2.40462
N 0.69356 1.03416 1.73346
H -5.43198 1.21803 -1.71262
H 0.62119 -0.98679 4.39871
H 4.06010 8.04184 4.37225
H -0.93053 -3.63056 -0.73553
H 1.41103 -0.11644 -0.21265
C 1.13935 0.10389 2.59827
H -3.22193 -0.92459 -3.63181
N 0.30855 2.88067 -1.51771
H -1.78816 -2.71125 -3.02270
C -4.06750 -1.94060 1.15036
C 4.32162 0.17022 -1.74197
C -4.23610 -4.48616 -1.32332
C 3.04559 3.81523 2.53523
C -0.56147 4.40068 -3.72034
H 1.79977 -5.20720 -1.51626
H -0.73350 1.31559 -2.33699
H -3.64199 -2.99313 2.98410
H -0.90845 4.97667 -4.57317
C 2.39255 -0.59651 2.35865
C 4.23120 6.27758 5.09105
C -5.63223 -1.41132 -2.34876
C 4.50028 -2.64563 -2.49602
H -5.58998 0.30765 -0.20978
H 3.85345 -5.97515 -2.68845
H -1.34670 0.36527 4.92415
Si -3.37812 -1.82576 -0.63454
H 1.14457 -0.86864 -2.57240
C 3.10560 6.56935 2.84166
C -4.40436 -0.67431 -1.78530
Br -1.35469 -0.85371 -0.45384
H -2.24327 -2.88869 1.90966
C 3.08051 -1.04120 3.50732
H 5.59430 -4.31575 -3.28659
H 2.48361 -0.37431 -3.62589
O 4.35161 7.65265 5.20337
H -3.55388 -4.03666 1.56379
C 4.29795 -1.67393 3.48893
H -2.78184 -0.38444 2.00004
H -1.57248 2.52687 -4.31111
C 2.05756 -0.26626 -2.62383
H 4.79684 -1.95662 4.40810
H -2.03022 -4.58189 0.26119
H -1.58045 -5.15687 -1.34374
H -3.47313 -2.98295 -3.49500
H 2.12663 6.72571 0.97313
C 1.48932 4.79861 -0.67052
H -4.49469 -4.71342 -0.28678
H 1.78440 0.77891 -2.47599
C 2.42996 -0.48531 -0.18446
*
```

Properties
Energy ... -135322.1189 eV
HOMO ... 0.2 eV
Orbital gap ... 3.30 eV
Max |F| ... 0.5 eV/A

Entry 2:
Entry from the OMol25 dataset: C46H58B2F4I2N10PS3Sr as an isolated structure (the ωB97M-V functional and the def2-TZVPD basis).

Structure (ORCA input):
```
! wB97M-V def2-TZVPD RIJCOSX def2/J DEFGRID3
* xyz -1 1
S 1.48892 1.44441 3.57684
H 0.26169 1.68192 -5.28801
N -0.05902 3.02601 1.11287
H -4.18091 1.94377 1.84390
H -1.25878 -5.31851 3.31341
S -2.04498 1.88386 -0.27838
H 1.10466 3.18362 -5.70777
C 2.65776 0.34686 -4.56961
C 2.43764 -2.26393 3.34462
C -2.49152 0.00487 -2.71559
C -0.74044 -1.56236 -3.02198
C -0.96531 -1.71526 -4.43588
H 4.22135 2.49504 -3.83703
H -4.61935 3.87153 3.92720
H 6.58371 2.52585 4.90271
H -1.78736 -1.17511 -4.88208
Sr -0.76264 -0.64152 0.19825
C -3.14665 1.90113 -4.07174
H 6.45682 3.28270 3.31274
H 6.29900 0.98899 2.12805
C -3.85504 5.37325 1.63366
N 4.01257 2.23125 2.71105
H -4.87651 5.59782 1.94273
B -3.00546 -0.72092 2.56082
N 1.64855 2.14212 -3.12406
H -1.75681 -3.60564 3.26812
I -2.98879 -3.97711 -2.09187
H -5.79456 0.68761 -2.35517
C 2.25506 1.81415 -4.43737
H -3.79775 5.42859 0.54563
C 0.81534 -3.34987 -4.61070
H -0.03880 -4.01017 3.29110
H -5.83475 -4.90743 1.14932
C -4.91176 -6.65354 0.30678
C 5.88248 2.87014 4.14225
C 3.50199 2.93902 0.67399
H -0.45654 -2.69371 -6.23810
C 0.14562 4.05003 2.00782
H -5.21748 2.46565 -3.97788
H -5.85199 -7.14320 0.08685
H -4.03797 -0.82385 -1.48947
C -2.50818 -6.63122 0.23958
H 0.52884 3.86559 -3.82188
H 3.41829 0.07866 -3.84897
C -3.57011 3.84885 3.63210
C -1.39489 2.85996 0.93674
H -3.70106 -3.76887 1.60025
H 3.94447 2.53591 -5.58811
H 1.86228 -3.80952 -2.80692
C -2.17888 1.01915 -3.62666
C -1.01682 -4.32689 2.92813
H -0.06399 4.15645 -1.20090
F -2.30508 0.46499 2.76453
H 5.14617 0.78830 5.62908
C 4.98200 1.70816 3.70687
H 3.74804 1.86988 5.48388
H 2.60415 -2.15212 4.40676
H 0.07936 -6.55345 1.49396
C 0.55317 3.42120 -1.68333
H 1.79966 -0.30979 -4.41057
H -3.05499 4.65755 4.15195
B 1.03714 2.11123 0.52295
C 0.84124 3.27147 -2.98469
H 3.20403 3.76415 -4.54552
H -1.14939 1.11860 -3.94442
P -0.96806 -4.36283 1.08270
C 1.08291 -3.23157 -3.28388
C -3.71376 -7.26458 -0.02866
H 5.52470 3.16425 1.46405
H 0.55856 -5.89628 -0.10274
N 0.61576 -2.14812 -1.15344
C 3.36243 -2.90523 2.52583
C -4.90244 -5.40206 0.90807
C -3.70218 -4.76363 1.16621
H -2.87944 2.69192 -4.76338
N -1.51785 -0.86358 -2.21690
H 5.27100 3.66434 4.57241
H 1.56796 1.66437 -6.47302
H 0.76640 0.95451 0.67736
H -3.72318 -8.22570 -0.52800
C -0.22664 -2.57503 -5.18540
C 4.34633 1.12559 4.96433
S 2.83737 0.35034 -1.35600
H 1.25572 -5.22803 1.36784
H -4.37640 2.94931 0.41186
C -4.41317 2.94745 1.49556
F -2.68619 -1.65851 3.53798
C 3.48594 2.71150 -4.61352
C 0.34648 -2.33972 -2.45798
H 4.28607 -3.28975 2.94146
C 3.09017 -3.04057 1.18075
C 2.66383 1.98546 2.50725
C 1.28988 -1.75599 2.76117
H 0.56280 -1.21208 3.35132
F -4.37105 -0.52348 2.48205
C 5.79447 0.60598 3.01583
N 1.00776 -1.89097 1.46689
H -3.14067 2.89802 3.94958
I -4.29044 -3.41507 -4.38892
C 1.88480 -2.53086 0.67367
C 4.50625 2.83598 1.55379
H 1.37700 -4.03643 -5.23110
H 5.12578 -0.19582 2.69723
H -1.29079 5.30471 3.07551
H -5.42826 3.19221 1.81597
H 1.13002 4.36101 2.30492
C 1.23012 2.11319 -5.53984
N -2.03276 3.76456 1.74495
C -2.48581 -5.37318 0.83818
H 3.70258 0.28554 4.73185
H 6.53867 0.19440 3.69943
C -3.80402 -0.08066 -2.24302
F -2.55254 -1.26769 1.26848
H 3.50201 3.34640 -0.32071
N 1.62285 -2.76861 -0.65558
C 1.87329 1.63255 -1.86098
H 3.77693 -3.51154 0.49193
C -3.46035 3.96933 2.10591
H -1.58331 -7.11940 -0.04064
H 3.04727 0.18151 -5.57652
H -3.19538 6.13279 2.05632
C 0.34706 -5.65269 0.93889
N 1.18494 2.41711 -0.98575
C -4.45725 1.77782 -3.62875
C -4.77732 0.78361 -2.71504
N 2.36976 2.40815 1.24478
C -1.05406 4.50947 2.39455
*
```

Properties
Energy ... -134616.0095 eV
HOMO ... -4.4 eV
Orbital gap ... 5.20 eV
Max |F| ... 2.0 eV/A

Entry 3:
Entry from the OMol25 dataset: C46H58N2O5S4SbSiTcTe as an isolated structure (the ωB97M-V functional and the def2-TZVPD basis).

Structure (ORCA input):
```
! wB97M-V def2-TZVPD RIJCOSX def2/J DEFGRID3
* xyz -1 2
H -5.64822 2.49983 1.25160
H -0.50132 4.00032 4.27948
C 0.77473 -5.55180 2.22999
H 1.91667 -1.01592 -3.03910
H 3.45766 -1.75908 -2.50260
C 1.91434 -1.10238 3.26112
H -3.41602 -0.49719 1.27858
H -5.83959 1.08762 5.27142
C 0.20865 -6.51057 1.36668
C 1.46577 2.55070 0.11746
H -6.16276 -1.23903 4.47160
H -3.72504 -1.75909 -2.95141
Te 1.41861 -3.70606 1.30060
O -1.38078 1.61870 0.89435
H -2.57992 5.60781 3.67704
C -1.22407 4.72392 1.72212
H -0.66863 5.49155 2.27684
H 5.02242 0.39487 2.21714
C -4.78799 -1.01025 2.83605
H -0.66218 -8.45623 1.17912
C 2.46868 2.39077 1.21143
H 6.10309 -4.45763 3.48668
C 3.05825 -3.27005 2.58098
C -3.81095 3.05097 0.27656
C -3.27644 3.63042 -0.87486
C -1.83383 -2.85636 3.42734
C 2.75236 -0.94743 -2.33955
H -1.76708 -2.37047 4.40672
C 0.82133 -5.84149 3.60678
O 2.72611 -1.89358 -0.14851
H 3.22818 0.01915 -2.51138
H -1.00323 -1.59488 -1.12256
C 4.32939 1.22643 2.23177
H -0.17714 2.64213 3.18749
C -3.70627 1.15710 2.61077
C -4.09008 4.08307 -1.90373
Sb 0.71391 3.12125 -3.79404
C 3.47537 3.22107 3.25285
Si -2.65024 2.35855 1.59407
H 5.08576 2.05644 4.06583
H -0.78561 -9.33762 4.81541
N 1.34692 -0.11083 -0.58892
S 0.43724 4.74576 -1.81383
C 2.25623 -1.02738 -0.91321
H 4.12843 -5.18613 0.78747
H 2.10303 -0.24473 3.91020
H -3.64259 4.52522 -2.78705
H -0.40891 -7.07917 -0.61569
H -3.42725 -2.80761 -1.56781
H -1.32658 -3.82172 3.47262
C 4.16128 -4.13129 2.64517
H -1.82066 -3.40832 -3.21808
H -7.09896 3.29334 -0.57090
C 1.31952 -4.85117 4.62899
C 3.39608 1.34393 1.21798
C 3.07211 -2.06372 3.29795
H 0.09560 -10.15175 3.51673
H -4.31261 2.58910 4.09657
C -0.15820 -8.03608 3.21770
H -1.57794 -9.65489 3.26442
C 4.17485 -1.76187 4.09048
H -4.93055 -2.02247 2.47645
S -0.48893 1.40083 -2.46304
H 3.39507 0.63823 0.40344
C 4.36437 2.15576 3.26312
H -3.89769 4.81671 2.80080
C -2.98305 -2.03798 -2.20249
C -5.46933 3.95898 -1.79838
S 1.85548 4.05191 -0.57713
C -4.42379 1.57556 3.73663
C 6.45673 -2.23603 5.03286
H 1.83843 4.16634 2.25322
C 5.24926 -3.78713 3.44677
H 1.03208 -3.83647 4.35116
C -0.97140 3.20143 3.69128
H 6.88344 -1.28387 4.70903
H 7.23382 -2.99889 4.98102
H 0.90132 -5.07459 5.61252
C -5.29886 0.72793 4.40419
H 5.16162 -5.93170 2.02446
H 2.40728 -4.87356 4.70809
C -3.91894 -0.15322 2.17455
H -2.89120 -3.02917 3.19777
H 1.04479 -6.05943 -0.56474
O -3.54864 0.01269 -1.07995
C 0.06766 -6.23751 -0.11141
O -1.18499 -2.10721 2.41223
C -0.23864 -7.72764 1.86563
C 4.21790 -5.41247 1.85139
H 4.17545 -0.82937 4.64850
C -5.20085 2.94643 0.36885
H -1.31403 -1.86132 -3.37721
C -2.73130 -0.82562 -1.31928
H 0.99834 -1.59951 3.58304
H 6.15504 -2.12195 6.07657
H 3.39560 -6.07825 2.11645
S 2.90057 2.53986 -3.70578
H -0.53277 -5.34144 -0.29100
Tc 0.10623 1.10924 -0.26777
C 2.54092 3.34211 2.23604
H 0.41923 -7.28570 5.13429
C 0.36773 -7.07807 4.06846
H 3.50783 3.96527 4.03917
H -1.47335 2.51856 4.38436
N -1.70819 -2.53360 -2.72609
H -6.11109 4.30184 -2.60203
H -3.32752 4.16971 4.35331
C -5.48227 -0.57262 3.95531
C -3.01125 4.63380 3.41749
C 5.27364 -2.60801 4.17524
H -0.51497 4.16873 1.11368
H -2.20341 3.72012 -0.97326
H -1.54565 -1.21470 2.37704
O -1.49517 -0.81302 -0.80006
H -1.92100 5.22658 1.04701
C -6.02261 3.39317 -0.65737
C -1.96344 3.78486 2.67616
H 1.74936 -0.74439 2.24525
C -0.63577 -9.36934 3.73583
*
```

Properties
Energy ... -129114.8771 eV
HOMO (alpha / beta) ... -4.8 / -4.8 eV
Orbital gap (alpha / beta) ... 6.39 / 5.76 eV
Max |F| ... 1.4 eV/A